1.
Below is a molecular structure, C28H52N7O3PS2 at a distorted geometry, with properties calculated with ωB97M-V/def2-TZVPD.

Structure (XYZ):
```
93
Properties=species:S:1:pos:R:3:lowdin_charge:R:1
O 0.5034 4.3300 2.5530 -0.4243
S 1.2097 4.0003 1.2550 0.8357
O 2.4977 2.9622 1.6469 -0.3415
O 1.8893 5.5017 0.6603 -0.6478
P 2.5690 5.0981 -0.8584 0.2863
S 1.1012 5.0841 -2.1635 0.1228
H 3.3500 3.2979 1.2789 -0.0223
H 3.0820 3.7621 -0.8289 -0.0059
H 3.5505 6.0898 -1.1508 -0.0091
C -0.8880 -0.6979 3.1421 -0.1291
C -1.8980 0.3480 3.5980 -0.2520
C -2.3764 1.2477 2.4564 -0.1463
C -1.2133 1.9881 1.8682 -0.0930
N -0.3125 2.5768 1.4140 0.0589
H 0.0204 -0.2356 2.7529 0.0276
H -0.5949 -1.3333 3.9808 0.0722
H -1.3091 -1.3374 2.3619 0.0731
H -1.4466 0.9591 4.3859 0.1124
H -2.7607 -0.1586 4.0395 0.1094
H -3.1066 1.9709 2.8277 0.1194
H -2.8553 0.6539 1.6728 0.1167
C -1.8090 2.3957 -1.7242 -0.1204
C -2.2490 1.9340 -3.1083 -0.2594
C -3.6289 1.2718 -3.1028 -0.1935
C -3.6067 0.0609 -2.2212 -0.2032
N -3.5855 -0.8854 -1.5342 0.1373
H -1.7105 1.5555 -1.0323 0.0406
H -0.8349 2.8860 -1.7786 0.0230
H -2.5251 3.1078 -1.3023 0.0836
H -1.5045 1.2351 -3.5028 0.1089
H -2.2692 2.7957 -3.7813 0.1110
H -3.9065 0.9702 -4.1150 0.0875
H -4.3883 1.9669 -2.7373 0.1123
C 1.7138 -2.6407 -2.7395 -0.1096
C 0.6125 -3.3922 -1.9994 -0.2775
C -0.5795 -2.5023 -1.6400 -0.1887
C -0.1343 -1.3899 -0.7445 -0.1939
N 0.2121 -0.5235 -0.0425 0.1742
H 2.1402 -1.8440 -2.1254 0.0712
H 2.5283 -3.3204 -3.0000 0.0727
H 1.3327 -2.1967 -3.6638 0.0767
H 1.0329 -3.8323 -1.0899 0.1068
H 0.2640 -4.2187 -2.6254 0.1068
H -1.3448 -3.0875 -1.1251 0.0975
H -1.0283 -2.0774 -2.5412 0.1059
C 4.4129 -0.7508 5.1399 -0.1126
C 4.1296 0.0318 3.8615 -0.2695
C 2.6590 -0.0231 3.4431 -0.1818
C 2.2535 -1.4412 3.1864 -0.2371
N 1.9407 -2.5494 2.9860 0.1418
H 4.2013 -1.8156 5.0156 0.0692
H 5.4661 -0.6597 5.4156 0.0706
H 3.8098 -0.3749 5.9717 0.0760
H 4.7580 -0.3623 3.0575 0.1144
H 4.4175 1.0752 4.0117 0.0863
H 2.5042 0.5616 2.5328 0.0954
H 2.0206 0.3945 4.2263 0.1209
C 7.4406 5.7608 2.8294 -0.1110
C 5.9965 6.0631 3.2162 -0.2633
C 5.2620 4.8432 3.7781 -0.1603
C 5.2198 3.7549 2.7523 -0.1796
N 5.1868 2.9041 1.9506 0.1653
H 7.4967 5.0146 2.0331 0.0701
H 7.9322 6.6641 2.4622 0.0741
H 8.0073 5.3904 3.6885 0.0782
H 5.4656 6.4423 2.3378 0.1099
H 5.9880 6.8593 3.9653 0.1116
H 4.2389 5.1124 4.0518 0.1229
H 5.7654 4.4699 4.6735 0.1220
C -0.1887 -7.1179 1.0304 -0.1062
C -0.9988 -6.0251 0.3416 -0.2808
C -2.5074 -6.2798 0.3922 -0.1821
C -2.8326 -7.5666 -0.3012 -0.2184
N -3.0843 -8.5710 -0.8418 0.1303
H -0.3213 -8.0861 0.5416 0.0710
H 0.8767 -6.8799 0.9949 0.0742
H -0.4796 -7.2190 2.0798 0.0792
H -0.6716 -5.9443 -0.6997 0.1006
H -0.7827 -5.0664 0.8222 0.1067
H -3.0435 -5.4653 -0.1008 0.1103
H -2.8530 -6.3348 1.4274 0.1177
C -5.1090 -0.9415 -7.0819 -0.1099
C -6.2092 -1.7371 -6.3874 -0.2683
C -7.4391 -0.8885 -6.0550 -0.1815
C -7.0565 0.2259 -5.1313 -0.2016
N -6.7583 1.0949 -4.4102 0.1472
H -4.7272 -0.1406 -6.4440 0.0583
H -4.2660 -1.5918 -7.3251 0.0740
H -5.4743 -0.4962 -8.0117 0.0789
H -5.8045 -2.1769 -5.4709 0.1122
H -6.5122 -2.5647 -7.0345 0.1087
H -8.2016 -1.5040 -5.5725 0.1151
H -7.8714 -0.4652 -6.9651 0.1177
```

The electronic energy is -2844.70225 hartree. The calculation puts the HOMO-LUMO gap at 9.12 eV. The multiplicity is 1. As for the energy relative to the best compared isomer or geometry (same formula, charge and spin): 48.3 kcal/mol. The value obtained for the largest force on an atom is 6.10 eV/A.


2.
Below is a molecular structure, C28H52OP2Ru at a distorted geometry, with properties calculated with ωB97M-V/def2-TZVPD.

Structure (XYZ):
```
84
Properties=species:S:1:pos:R:3:lowdin_charge:R:1
Ru -0.2607 0.4041 0.8650 1.0848
C 0.3871 2.4203 2.0729 -0.2786
C -0.8486 1.6822 2.3686 -0.4277
C 0.9136 0.8322 3.6572 -0.1874
C 1.3958 1.9441 2.9595 -0.1886
C -0.4430 0.5930 3.2735 -0.2972
C 0.4828 3.6880 1.3135 -0.0534
H -0.4162 3.8577 0.7195 0.0600
H 1.3449 3.6444 0.6381 0.0711
H 0.6275 4.5592 1.9708 0.1019
C 2.6925 2.6305 3.2228 -0.0053
H 2.8181 3.4988 2.5703 0.0819
H 3.5534 1.9745 3.0564 0.0605
H 2.7637 2.9836 4.2627 0.1035
C 1.6409 0.1208 4.7494 -0.0029
H 1.8366 0.7802 5.6102 0.1029
H 2.6163 -0.2610 4.4150 0.0763
H 1.0665 -0.7367 5.1141 0.0785
C -1.3929 -0.2578 4.0295 -0.0584
H -1.7073 0.2067 4.9766 0.1043
H -0.9320 -1.2162 4.2790 0.0603
H -2.2941 -0.4418 3.4449 0.0613
C -2.2364 2.2027 2.2580 -0.0441
H -2.5755 2.6746 3.1891 0.1070
H -2.9157 1.3731 2.0388 0.0751
H -2.2995 2.9521 1.4672 0.0712
C -0.7365 0.0339 -4.2919 -0.1412
C -1.4617 1.1439 -4.0465 -0.1662
C -2.9253 1.2597 -4.3679 -0.1811
C -3.7515 0.0328 -3.9232 -0.1728
C -3.2566 -0.6277 -2.6563 -0.1049
C -2.5461 -1.7846 -2.7002 -0.1438
C -1.8517 -2.2988 -3.9464 -0.1630
C -1.2842 -1.2266 -4.9126 -0.1626
H -3.0964 1.4159 -5.4475 0.1282
H -3.8289 -0.6669 -4.7684 0.1100
H -3.3290 2.1608 -3.8856 0.1106
H -2.0226 -1.0093 -5.6976 0.1133
H 0.3545 0.0805 -4.2397 0.1049
H -0.9492 2.0886 -3.8558 0.1079
H -0.4498 -1.7067 -5.4402 0.1190
H -1.0252 -2.9534 -3.6280 0.1083
H -2.6327 -2.5130 -1.9030 0.0808
H -2.5238 -2.9503 -4.5324 0.1298
H -4.7814 0.3765 -3.7599 0.1195
H -3.7388 -0.2926 -1.7447 0.0940
P 0.0866 0.8765 -1.2341 0.7631
P -0.8610 -1.7886 0.7507 0.7700
C 0.0796 -0.8742 -1.7615 -0.3727
C -0.0372 -2.1071 -0.8443 -0.3435
H 0.9330 -0.9986 -2.4387 0.1041
H -0.8306 -0.8371 -2.3656 0.0010
H -0.6101 -2.8962 -1.3521 0.0752
H 0.9690 -2.4899 -0.6380 0.0775
C -0.2471 -3.0029 1.9361 -0.2089
H -0.6563 -2.7873 2.9334 0.0372
H 0.8514 -2.9418 1.9792 0.0247
H -0.5591 -4.0122 1.6189 0.0656
C -2.6644 -1.8611 0.6734 -0.2401
H -2.9905 -2.7521 0.1239 0.0502
H -3.0423 -0.9554 0.1796 0.0222
H -3.0525 -1.8884 1.7013 0.0525
C 1.4893 1.7628 -1.8686 -0.2063
H 1.5612 2.7403 -1.3572 0.0493
H 1.3319 1.8978 -2.9545 0.0489
H 2.4014 1.1714 -1.6604 0.0528
C -1.4955 1.7606 -1.1665 -0.2314
H -2.0845 1.4662 -0.2825 0.0192
H -2.0810 1.5192 -2.0524 0.0015
H -1.2917 2.8350 -1.1230 0.0687
C 4.1732 -0.0685 1.6786 -0.0530
C 3.3307 -1.0131 0.8321 -0.7820
C 4.0481 -1.1815 -0.5123 -0.0480
C 3.3385 -2.3788 1.5303 -0.0533
O 2.0518 -0.5457 0.6434 -0.2791
H 5.2150 -0.4099 1.7420 0.0934
H 3.7822 -0.0185 2.6968 0.0484
H 4.1696 0.9325 1.2433 0.0823
H 5.0669 -1.5658 -0.3699 0.0879
H 3.5020 -1.8794 -1.1523 0.0743
H 4.1115 -0.2193 -1.0260 0.0673
H 2.8607 -2.3066 2.5114 0.0710
H 2.8034 -3.1182 0.9287 0.0710
H 4.3657 -2.7367 1.6811 0.0914
```

The electronic energy is -1950.43219 hartree. The calculation puts the HOMO-LUMO gap (spin up / spin down) at 6.66 / 5.33 eV. The multiplicity is 6. As for the energy relative to the best compared isomer or geometry (same formula, charge and spin): 0.0 kcal/mol. As for the net charge: +1. The value obtained for the largest force on an atom is 4.42 eV/A.